(1)
The following is a quantum chemistry calculation of a molecular structure, C28H48BF2N9O6SbTi in a non-equilibrium geometry, from OMol25.

Structure (XYZ):
```
96
C28H48BF2N9O6SbTi (wB97M-V/def2-TZVPD)
Ti 0.245 0.866 1.317
O 0.788 7.034 1.110
C 0.543 5.723 0.950
C -0.690 5.141 1.438
C -0.735 3.769 1.436
N 0.267 3.025 0.868
C 1.380 3.566 0.422
C 1.534 4.942 0.427
C 2.390 2.480 0.071
O 3.515 2.784 -0.284
O 1.834 1.346 0.264
C -1.917 2.890 1.949
O -2.991 3.441 2.072
O -1.478 1.656 2.039
H -0.029 7.396 1.494
H -1.579 5.716 1.791
H 2.440 5.252 -0.023
C 2.436 -2.070 2.469
N 1.520 -1.868 3.518
C 1.605 -2.502 4.848
C 0.290 -2.043 5.483
N -0.584 -1.762 4.329
C -1.582 -0.708 4.714
C 0.235 -1.606 3.245
N -0.191 -1.214 2.035
C -1.605 -1.526 1.724
C -1.755 -1.314 0.226
N -1.367 0.045 -0.105
C -2.167 0.979 -0.521
N -3.509 0.938 -0.480
C -4.405 0.155 0.229
C -4.036 1.928 -1.319
C -2.839 2.811 -1.711
N -1.715 2.019 -1.250
C -0.681 1.645 -2.223
H 3.356 -2.440 2.929
H 2.639 -1.219 1.910
H 2.120 -2.848 1.656
H 2.438 -2.122 5.372
H 1.648 -3.564 4.754
H 0.404 -1.071 6.086
H -0.046 -2.810 6.091
H -0.960 0.118 5.015
H -2.165 -1.038 5.530
H -2.210 -0.360 3.888
H -2.351 -0.985 2.348
H -1.725 -2.648 2.030
H -2.750 -1.555 -0.151
H -1.207 -2.167 -0.259
H -5.284 0.670 0.570
H -4.058 -0.277 1.207
H -4.805 -0.733 -0.441
H -4.760 2.440 -0.785
H -4.489 1.414 -2.146
H -2.923 3.699 -1.108
H -2.897 3.093 -2.753
H -0.667 0.625 -2.557
H -0.703 2.222 -3.087
H 0.326 1.839 -1.776
C -3.133 0.938 -6.372
Sb -3.069 -0.367 -4.665
C -4.961 -1.000 -5.186
C -1.904 -1.765 -5.858
H -3.632 0.242 -7.095
H -2.159 1.255 -6.675
H -3.645 1.904 -6.198
H -5.316 -1.977 -4.681
H -4.908 -1.216 -6.211
H -5.582 -0.204 -4.913
H -2.401 -1.815 -6.832
H -1.764 -2.818 -5.505
H -0.911 -1.346 -5.947
C 4.025 -4.729 0.588
N 4.155 -3.365 0.180
C 5.491 -2.671 0.007
C 5.317 -1.179 0.012
C 4.482 -0.893 -1.234
N 3.181 -1.626 -1.103
C 2.140 -1.047 -1.905
C 3.079 -2.835 -0.525
O 2.039 -3.439 -0.577
H 4.306 -5.403 -0.183
H 3.011 -4.939 0.937
H 4.682 -4.878 1.423
H 6.054 -2.992 -0.848
H 6.083 -2.953 0.866
H 6.263 -0.658 -0.109
H 4.825 -0.843 0.881
H 4.971 -1.263 -2.101
H 4.302 0.172 -1.418
H 2.608 -0.852 -2.938
H 1.809 -0.059 -1.486
H 1.323 -1.741 -2.048
F 2.404 2.478 3.104
B 1.482 1.517 3.220
F 1.254 1.150 4.520
```

Properties
Relative energy (zero: lowest compared OMol25 entry of this formula, charge and spin), eV: 2.338
Total charge: 0
HOMO-LUMO gap (alpha / beta), hartree: 0.279 / 0.296
Lowest unoccupied orbital energy (alpha / beta), Ha: 0.0205 / 0.0208
2S+1: 2
<S²>: 0.75
Electronic energy, hartree: -3354.42567

Here are the Mulliken charges for atoms 1 to 6, given in e: Ti -0.238; O -0.553; C 0.815; C -0.379; C -0.272; N 0.860


(2)
The following is a quantum chemistry calculation of a molecular structure, C19H19N3O3Pt, from OMol25.

Structure (XYZ):
```
45
C19H19N3O3Pt (wB97M-V/def2-TZVPD)
Pt -0.559 0.208 0.131
O 2.966 4.336 -0.004
C 3.739 3.239 0.018
C 5.120 3.439 0.005
C 5.986 2.367 0.023
C 5.498 1.063 0.053
C 4.134 0.856 0.066
C 3.232 1.924 0.050
C 1.787 1.620 0.069
O 1.438 0.368 0.094
N 0.928 2.603 0.052
N -0.382 2.132 0.064
C -1.342 2.968 0.043
C -2.735 2.633 0.040
C -3.640 3.718 0.006
C -4.995 3.540 -0.013
C -5.501 2.232 0.000
C -4.656 1.155 0.033
C -3.250 1.310 0.057
O -2.541 0.212 0.093
H 2.022 4.040 0.010
H 5.486 4.458 -0.018
H 7.054 2.545 0.014
H 6.178 0.222 0.066
H 3.724 -0.145 0.089
H -1.047 4.015 0.022
H -3.225 4.720 -0.006
H -5.662 4.391 -0.040
H -6.572 2.069 -0.017
H -5.036 0.142 0.043
C -1.493 -4.813 -1.183
C -0.543 -4.370 -0.061
C -1.018 -4.910 1.295
C 0.892 -4.827 -0.354
C -0.559 -2.898 -0.004
N -0.582 -1.759 0.037
H -1.496 -5.903 -1.231
H -1.170 -4.423 -2.147
H -2.510 -4.469 -0.992
H -1.019 -6.000 1.258
H -2.027 -4.567 1.521
H -0.354 -4.590 2.098
H 0.910 -5.917 -0.402
H 1.576 -4.501 0.430
H 1.244 -4.431 -1.307
```

Properties
Total charge: 0
HOMO-LUMO gap, hartree: 0.290
Lowest unoccupied orbital energy, Ha: 0.0083
Electronic energy, hartree: -1244.76112

Here are the natural (NBO) charges for atoms 1 to 6, given in e: Pt 0.908; O -0.694; C 0.435; C -0.304; C -0.169; C -0.269


(3)
The following is a quantum chemistry calculation of 2 unconnected molecules or ions with the total composition C3H11NO in a non-equilibrium geometry, from OMol25.

Structure (XYZ):
```
16
C3H11NO (wB97M-V/def2-TZVPD)
C 0.602 -0.113 -2.131
C 0.701 -0.171 -0.599
C -0.079 0.976 0.063
N 1.360 -1.190 -2.731
H 0.996 0.851 -2.461
H -0.446 -0.204 -2.443
H 1.768 -0.218 -0.373
H 0.224 -1.130 -0.343
H -1.089 0.593 0.236
H -0.233 1.820 -0.625
H 0.380 1.341 0.970
H 1.867 -1.811 -2.122
H 0.929 -1.746 -3.449
H -2.690 -0.357 5.408
H -2.116 1.031 5.630
O -2.176 0.328 4.968
```

Properties
Relative energy (zero: lowest compared OMol25 entry of this formula, charge and spin), eV: 0.653
Total charge: 0
HOMO-LUMO gap, hartree: 0.356
Lowest unoccupied orbital energy, Ha: 0.0355
Electronic energy, hartree: -250.87266

Here are the natural (NBO) charges for atoms 1 to 6, given in e: C -0.198; C -0.403; C -0.614; N -0.868; H 0.167; H 0.174


(4)
The following is a quantum chemistry calculation of 4 unconnected molecules or ions with the total composition C30H68BrN2O2 in a non-equilibrium geometry, from OMol25.

Structure (XYZ):
```
103
C30H68BrN2O2 (wB97M-V/def2-TZVPD)
C 2.467 -4.998 2.128
C 3.278 -3.939 1.154
C 3.561 -2.467 1.894
Br 2.081 -1.930 3.156
N 3.979 -1.381 0.928
C 2.843 -0.652 0.246
C 2.902 0.911 0.734
C 1.510 1.755 0.559
C 0.493 1.204 -0.600
C -0.858 0.437 0.021
O -0.791 -1.029 -0.082
C -1.093 -1.512 -1.438
C -1.394 -3.136 -1.619
O -1.136 -0.777 -2.555
C 4.959 -1.938 -0.125
N 5.752 -0.766 -0.740
C 7.042 -1.381 -1.257
H 2.702 -4.805 3.258
H 2.885 -6.079 1.844
H 1.308 -5.025 1.906
H 4.356 -4.423 0.990
H 2.808 -3.833 0.088
H 4.508 -2.668 2.592
H 4.558 -0.687 1.488
H 3.106 -0.647 -0.918
H 1.795 -1.166 0.332
H 3.731 1.470 0.106
H 3.177 0.950 1.895
H 1.024 1.885 1.625
H 1.829 2.856 0.225
H 0.053 2.173 -1.142
H 1.000 0.574 -1.451
H -1.850 0.917 -0.380
H -0.829 0.686 1.188
H -1.075 -3.544 -2.673
H -0.786 -3.750 -0.813
H -2.529 -3.304 -1.372
H 4.368 -2.451 -0.998
H 5.706 -2.672 0.436
H 5.199 -0.542 -1.622
H 7.296 -0.818 -2.265
H 6.862 -2.535 -1.425
H 7.868 -1.197 -0.416
C -1.966 -0.644 -5.669
C -1.026 0.433 -6.187
C -1.082 0.606 -7.708
C -0.659 -0.621 -8.524
C 0.750 -1.144 -8.240
C 1.844 -0.140 -8.570
H -1.706 -1.631 -6.061
H -1.911 -0.696 -4.577
H -3.002 -0.423 -5.945
H -0.003 0.216 -5.863
H -1.299 1.387 -5.720
H -0.456 1.462 -7.986
H -2.106 0.876 -7.996
H -0.736 -0.369 -9.589
H -1.375 -1.434 -8.356
H 0.914 -2.046 -8.843
H 0.842 -1.455 -7.194
H 1.797 0.155 -9.624
H 2.828 -0.581 -8.386
H 1.764 0.761 -7.955
C -0.248 6.057 5.660
C -0.370 4.701 6.338
C 0.984 4.065 6.667
C 1.872 3.749 5.459
C 1.249 2.827 4.409
C 0.921 1.440 4.944
H 0.255 5.981 4.692
H -1.242 6.479 5.484
H 0.311 6.758 6.287
H -0.968 4.030 5.714
H -0.928 4.830 7.274
H 0.809 3.147 7.241
H 1.537 4.735 7.337
H 2.801 3.294 5.824
H 2.169 4.685 4.971
H 1.956 2.719 3.577
H 0.346 3.280 3.986
H 1.819 0.951 5.335
H 0.516 0.814 4.142
H 0.173 1.482 5.741
C -3.442 -1.075 2.663
C -4.296 -1.432 1.457
C -4.899 -0.209 0.759
C -5.863 0.624 1.609
C -7.064 -0.137 2.175
C -7.981 -0.701 1.100
H -4.029 -0.583 3.443
H -3.008 -1.982 3.098
H -2.620 -0.411 2.377
H -5.084 -2.130 1.757
H -3.669 -1.969 0.734
H -5.411 -0.543 -0.152
H -4.084 0.444 0.421
H -6.229 1.458 0.998
H -5.314 1.080 2.442
H -7.646 0.549 2.802
H -6.731 -0.946 2.834
H -8.359 0.097 0.453
H -8.840 -1.199 1.561
H -7.467 -1.438 0.476
```

Properties
Total charge: +1
HOMO-LUMO gap, hartree: 0.349
Lowest unoccupied orbital energy, Ha: -0.0983
Electronic energy, hartree: -4017.39077

Here are the Mulliken charges for atoms 1 to 6, given in e: C -1.039; C -0.042; C -0.596; Br -0.007; N 0.396; C -0.539


Q: The highest total charge belongs to which entry?
A: C30H68BrN2O2


Q: What is the total charge in the second record?
A: 0


Q: The highest total charge belongs to which entry?
A: C30H68BrN2O2


Q: What is the electronic energy in the fourth record?
A: -4017.39077 hartree